A 3-piece molecular cluster, C40H30BrF5N2O4 overall at a distorted geometry, computed with ωB97M-V with the def2-TZVPD basis set.

## Properties
E_LUMO ... -1.18 eV
Orbital gap ... 8.274 eV
Calculated total energy ... -136758.5655 eV
HOMO level ... -9.45 eV

Each line ends with the Löwdin charge.
Element x y z (Å)
1 C -0.525 -0.941 3.107  -0.118
2 C 0.279 0.311 2.419  -0.283
3 C -0.358 0.866 1.015  -0.585
4 Br 0.900 0.235 -0.461  0.627
5 C -1.830 0.262 0.625  -0.279
6 C -2.049 0.614 -0.996  -0.114
7 N -2.236 0.760 -2.291  0.117
8 C -3.099 0.947 1.403  -0.244
9 C -2.702 1.923 2.661  -0.088
10 N -2.372 2.365 3.857  0.105
11 C -4.099 -0.307 1.861  -0.161
12 C -5.554 0.291 2.406  -0.177
13 C -6.809 -0.669 1.965  -0.091
14 C -6.579 -2.266 2.349  -0.186
15 F -5.728 -3.001 1.382  0.006
16 F -5.962 -2.436 3.710  -0.005
17 C -8.086 -2.974 2.389  -0.134
18 F -8.764 -2.670 1.077  0.013
19 F -8.936 -2.441 3.513  0.022
20 F -7.997 -4.472 2.469  0.024
21 H -0.071 -1.337 4.110  0.092
22 H -1.615 -0.547 3.368  0.056
23 H -0.686 -1.795 2.292  0.092
24 H 0.208 1.216 3.195  0.114
25 H 1.443 0.070 2.351  0.092
26 H -0.292 2.041 0.979  0.124
27 H -1.930 -0.903 0.699  0.141
28 H -3.759 1.596 0.652  0.152
29 H -4.274 -0.941 0.893  0.128
30 H -3.654 -0.965 2.720  0.121
31 H -5.612 1.396 1.964  0.125
32 H -5.518 0.427 3.579  0.130
33 H -7.012 -0.505 0.801  0.153
34 H -7.805 -0.319 2.522  0.146
35 O 7.111 -3.804 5.851  0.098
36 C 6.270 -2.986 5.499  -0.278
37 C 6.049 -2.709 4.065  -0.085
38 C 6.793 -3.403 3.102  0.007
39 C 6.561 -3.176 1.745  -0.055
40 C 5.589 -2.260 1.345  -0.054
41 C 4.859 -1.554 2.303  0.008
42 C 5.094 -1.775 3.666  -0.085
43 C 4.329 -1.011 4.672  -0.276
44 O 3.529 -0.151 4.322  0.084
45 C 4.536 -1.302 6.105  -0.086
46 C 3.790 -0.608 7.067  0.006
47 C 3.954 -0.900 8.422  -0.058
48 C 4.861 -1.882 8.819  -0.057
49 C 5.616 -2.564 7.863  0.008
50 C 5.457 -2.270 6.502  -0.085
51 H 7.550 -4.124 3.406  0.122
52 H 7.137 -3.719 0.998  0.109
53 H 5.400 -2.092 0.287  0.109
54 H 4.105 -0.837 1.984  0.114
55 H 3.076 0.156 6.764  0.121
56 H 3.371 -0.363 9.167  0.108
57 H 4.982 -2.116 9.875  0.108
58 H 6.324 -3.328 8.182  0.122
59 O 1.228 0.875 -6.284  0.096
60 C 0.606 1.682 -6.964  -0.279
61 C 1.159 2.162 -8.247  -0.085
62 C 2.392 1.673 -8.698  0.004
63 C 2.901 2.092 -9.928  -0.061
64 C 2.183 2.995 -10.711  -0.061
65 C 0.962 3.497 -10.255  0.004
66 C 0.452 3.084 -9.018  -0.086
67 C -0.831 3.634 -8.537  -0.280
68 O -1.424 4.486 -9.189  0.092
69 C -1.392 3.140 -7.264  -0.091
70 C -2.627 3.628 -6.816  0.002
71 C -3.181 3.142 -5.631  -0.056
72 C -2.508 2.170 -4.893  -0.075
73 C -1.270 1.692 -5.330  0.006
74 C -0.709 2.182 -6.516  -0.086
75 H 2.955 0.963 -8.095  0.121
76 H 3.856 1.707 -10.279  0.106
77 H 2.574 3.312 -11.675  0.107
78 H 0.410 4.206 -10.869  0.121
79 H -3.160 4.384 -7.390  0.119
80 H -4.142 3.520 -5.287  0.105
81 H -2.945 1.784 -3.974  0.044
82 H -0.750 0.935 -4.746  0.111